Entry 1:
Molecular formula: C8H8F2NP
Method: DFT, ωB97M-V/def2-TZVPD

The strongest force on any atom is 0.06959 hartree/bohr. The HOMO energy comes out at -0.32645 Eh. The SMILES is NP(/C(F)=C\F)c1ccccc1. The calculation puts the HOMO-LUMO gap at 9.79 eV.

Atoms and positions in Å:
N1 -1.82960 -0.57059 -2.00210
P1 -0.80121 0.75419 -2.05968
C1 -1.90637 1.83358 -0.95525
F1 -3.17742 1.56789 -1.09357
C2 -1.53051 2.78156 -0.10789
F2 -0.24091 3.07274 -0.00304
C3 0.18341 0.18358 -0.50822
C4 -0.26299 -0.16288 0.78962
C5 0.60453 -0.72918 1.69134
C6 1.96447 -0.81906 1.41780
C7 2.41109 -0.34456 0.23592
C8 1.52379 0.13253 -0.72439
H1 -1.83902 -1.12128 -1.17344
H2 -2.21675 -1.00694 -2.79976
H3 -2.09864 3.35360 0.65693
H4 -1.34679 -0.08723 0.83546
H5 0.35376 -1.18299 2.73255
H6 2.49224 -1.32633 2.18472
H7 3.40847 -0.31009 -0.18652
H8 1.97686 0.34617 -1.59443


Entry 2:
Molecular formula: C8H8F3NOS
Method: DFT, ωB97M-V/def2-TZVPD

The strongest force on any atom is 0.16883 hartree/bohr. The HOMO energy (spin up / spin down) comes out at -0.28358 / -0.28310 Eh. The SMILES is C#CCN1CSC(CO)=C1C(F)(F)F. The calculation puts the HOMO-LUMO gap (spin up / spin down) at 7.54 / 7.52 eV.

Atoms and positions in Å:
C1 -1.86575 2.69403 2.13515
C2 -1.79628 1.70651 1.39607
C3 -1.64604 0.61611 0.43260
N1 -0.71576 -0.34768 0.94853
C4 0.53626 0.05018 1.61557
S1 1.79581 0.25757 0.21484
C5 1.04911 -0.86306 -0.75426
C6 1.42403 -1.37932 -2.06728
O1 2.83230 -1.65837 -2.15644
C7 -0.38807 -1.31832 0.03778
C8 -1.42404 -2.16314 -0.59285
F1 -2.27365 -2.57724 0.30571
F2 -2.14481 -1.45742 -1.45682
F3 -0.91594 -3.19385 -1.23439
H1 -1.68258 3.57287 2.76732
H2 -1.17134 1.08555 -0.43303
H3 -2.57610 0.12724 0.39874
H4 0.33645 0.87426 2.28870
H5 0.67509 -0.86625 2.23987
H6 1.04806 -0.66425 -2.86245
H7 0.98230 -2.28395 -2.58002
H8 3.43608 -0.98513 -1.78614


Entry 3:
Molecular formula: C8H8F3O3SSr
Method: DFT, ωB97M-V/def2-TZVPD

The strongest force on any atom is 0.16671 hartree/bohr. The HOMO energy comes out at -0.49943 Eh. As for the net charge: +1. The calculation puts the HOMO-LUMO gap at 10.13 eV.

Atoms and positions in Å:
Sr1 0.75615 -0.50477 1.08638
C1 -1.79435 2.43093 -2.30562
C2 -1.05275 1.17813 -1.97842
C3 0.33595 1.19353 -1.80332
C4 1.05815 0.00583 -1.62322
C5 0.36425 -1.23467 -1.55932
C6 -1.03545 -1.23227 -1.68242
C7 -1.72145 -0.04737 -1.89992
H1 -1.18395 3.10263 -2.90382
H2 -2.06625 2.95683 -1.39042
H3 -2.71175 2.21523 -2.84582
H4 0.87825 2.12923 -1.93372
H5 2.14185 0.00503 -1.79812
H6 0.91565 -2.17657 -1.67252
H7 -1.57585 -2.17367 -1.70942
H8 -2.79045 -0.08017 -2.07762
F1 1.53975 -2.19977 2.29508
C8 1.52725 -1.77367 3.62288
F2 2.77205 -1.85427 4.04308
F3 0.76795 -2.63017 4.27258
S1 0.81455 -0.03057 3.56528
O1 0.72225 0.49773 4.86098
O2 1.75865 0.55673 2.60858
O3 -0.42045 -0.33397 2.82888


Entry 4:
Molecular formula: C8H8HfNO6
Method: DFT, ωB97M-V/def2-TZVPD

The strongest force on any atom is 0.26100 hartree/bohr. The HOMO energy (spin up / spin down) comes out at -0.78771 / -0.78771 Eh. As for the net charge: +3. The calculation puts the HOMO-LUMO gap (spin up / spin down) at 5.43 / 5.43 eV.

Atoms and positions in Å:
O1 4.10768 -3.96957 -5.01897
C1 3.40824 -3.87090 -4.08082
Hf1 1.43078 -1.78593 -0.72358
C2 0.18690 -1.77992 1.00961
O2 -0.58046 -1.83236 1.90978
C3 1.95825 0.51128 -0.27703
O3 2.16453 1.66273 -0.13040
C4 0.07507 -0.96928 -2.05581
O4 -0.72135 -0.56122 -2.82275
C5 3.15392 -1.94320 0.43993
O5 4.16845 -2.21539 0.94988
H1 2.56410 -1.24756 -1.95234
C6 -2.73805 1.27157 0.00284
N1 -1.62970 1.46943 1.03316
C7 -1.95320 2.24433 2.23620
C8 -0.50524 0.89609 0.94894
O6 -0.31865 0.17583 -0.09371
H2 -3.60483 1.80013 0.33345
H3 -2.94120 0.21762 -0.07263
H4 -2.38282 1.66802 -0.94379
H5 -2.77812 1.77687 2.75824
H6 -1.08907 2.27126 2.87438
H7 -2.22765 3.25785 1.94750
H8 0.25242 0.95231 1.72794


Entry 5:
Molecular formula: C8H8I2N
Method: DFT, ωB97M-V/def2-TZVPD

The strongest force on any atom is 0.07801 hartree/bohr. The HOMO energy comes out at -0.45184 Eh. As for the net charge: +1. The calculation puts the HOMO-LUMO gap at 5.70 eV.

Atoms and positions in Å:
C1 -0.05196 -0.92619 -2.18466
C2 0.69528 0.19947 -2.44954
C3 -0.54624 -1.22777 -0.98285
C4 1.06863 1.04665 -1.43899
C5 -0.36690 -0.33020 0.13102
C6 0.44785 0.89280 -0.12568
C7 -0.67029 -0.66839 1.50144
C8 0.69009 1.82726 0.90691
N1 -0.11574 0.00111 2.50743
I1 -0.07315 -3.06857 1.75068
I2 1.91825 3.53093 0.83602
H1 -0.32593 -1.57639 -3.00113
H2 1.09676 0.49063 -3.45098
H3 -1.28668 -2.08024 -0.92175
H4 1.62841 1.86250 -1.70821
H5 -1.69122 -0.93753 1.47739
H6 -0.00249 2.04111 1.68033
H7 -0.77371 0.05203 3.29261
H8 0.82933 0.06865 2.79736


Entry 6:
Molecular formula: C8H8IN2
Method: DFT, ωB97M-V/def2-TZVPD

The strongest force on any atom is 0.09022 hartree/bohr. The HOMO energy (spin up / spin down) comes out at -0.46969 / -0.47180 Eh. As for the net charge: +1. The calculation puts the HOMO-LUMO gap (spin up / spin down) at 7.98 / 7.05 eV.

Atoms and positions in Å:
C1 -1.21306 -1.24251 2.05562
C2 0.05817 -1.69584 2.30550
C3 -1.58729 -0.55996 0.95872
C4 1.14077 -1.46256 1.46508
C5 -0.48388 -0.28554 0.09167
C6 0.83145 -0.71521 0.31031
C7 -0.46558 0.50746 -1.07131
C8 1.67365 -0.22934 -0.76417
N1 0.69516 0.58026 -1.60308
N2 -1.44161 2.79111 -2.63449
I1 0.03339 4.03810 -2.79452
H1 -2.07835 -1.43111 2.76084
H2 0.11180 -2.32445 3.17572
H3 -2.55685 -0.29671 0.84027
H4 2.13570 -1.78744 1.64262
H5 2.49453 0.46473 -0.60898
H6 1.94548 -0.86418 -1.69065
H7 1.01152 1.37998 -2.23385
H8 -2.30502 3.13319 -2.20530


Entry 7:
Molecular formula: C8H8N2O2S
Method: DFT, ωB97M-V/def2-TZVPD

The strongest force on any atom is 0.07727 hartree/bohr. The HOMO energy (spin up / spin down) comes out at -0.31763 / -0.32182 Eh. The calculation puts the HOMO-LUMO gap (spin up / spin down) at 7.72 / 6.34 eV.

Atoms and positions in Å:
C1 2.44486 -0.88670 0.40107
C2 1.18885 -1.43353 0.09047
C3 2.67604 0.53027 0.41410
C4 0.29165 -0.56657 -0.49095
C5 1.61986 1.44572 0.10175
C6 0.56467 0.74638 -0.35111
C7 -2.01924 -0.99333 0.08577
C8 -1.02076 -1.06520 -1.06526
N1 -2.50148 -1.90994 0.73467
N2 1.58080 2.81917 0.04891
O1 -3.83702 0.62190 1.13907
O2 -3.40969 0.74746 -1.22785
S1 -2.77840 0.71160 0.09109
H1 3.34866 -1.34465 0.76098
H2 1.04708 -2.53350 0.28523
H3 3.74649 0.96594 0.66384
H4 -1.25220 -0.46792 -1.94217
H5 -1.17469 -2.10323 -1.49148
H6 -3.23708 -1.84479 1.44624
H7 1.94022 3.33088 0.80431
H8 0.78139 3.23002 -0.49870


Entry 8:
Molecular formula: C8H8N2O5
Method: DFT, ωB97M-V/def2-TZVPD

The strongest force on any atom is 0.09637 hartree/bohr. The HOMO energy (spin up / spin down) comes out at -0.35384 / -0.30188 Eh. The calculation puts the HOMO-LUMO gap (spin up / spin down) at 7.92 / 6.57 eV.

Atoms and positions in Å:
C1 -0.88169 -2.62049 -1.40547
C2 0.51331 -2.47958 -1.44824
C3 -1.63344 -1.56351 -0.78581
C4 1.10600 -1.53476 -0.57782
C5 -1.01498 -0.60590 -0.01694
C6 0.39893 -0.49275 0.03561
C7 0.28260 2.89375 1.16284
C8 1.01966 0.63811 0.68605
N1 2.19752 1.50391 -1.39511
N2 2.31931 0.70761 1.17005
O1 1.97872 2.64432 -1.61506
O2 3.05098 0.76499 -1.71962
O3 2.48340 1.63580 1.97106
O4 3.17024 -0.12735 0.87705
O5 0.06802 1.46979 0.96977
H1 -1.35782 -3.30606 -1.99321
H2 1.11744 -3.23698 -1.93821
H3 -2.62529 -1.42540 -1.18015
H4 2.21886 -1.48051 -0.57028
H5 -1.62220 0.18099 0.30588
H6 1.23866 3.14436 1.26617
H7 -0.13207 3.09465 2.17158
H8 -0.32600 3.31395 0.34017


no.,E (a.u.)
1,-905.411207
2,-1137.220295
3,-1263.654219
4,-862.420861
5,-959.426148
6,-716.407294
7,-967.631199
8,-795.044481